This record from the Open Molecules 2025 dataset describes a 14-piece molecular cluster, C46H75N9O5 overall in a non-equilibrium geometry. The level of theory is ωB97M-V/def2-TZVPD.

Calculated values
HOMO energy, eV: -7.9
Maximum force, Eh/bohr: 0.041
Net charge: 0
Energy, Eh: -2666.636500

Each line ends with the Mulliken charge.
Element x y z (Å)
1 C -23.064 7.991 -1.348  -0.8233
2 C -21.642 7.975 -0.888  1.7887
3 O -20.961 9.052 -1.564  -0.5989
4 H -23.084 8.000 -2.441  0.2273
5 H -23.508 8.937 -1.020  0.4192
6 H -23.679 7.145 -0.982  0.0113
7 H -21.175 7.018 -1.138  -0.5269
8 H -21.522 8.088 0.197  -0.8107
9 H -20.705 9.698 -0.902  0.3499
10 C -23.278 1.615 3.938  -0.8644
11 C -23.244 3.097 4.318  1.2075
12 O -22.047 3.468 4.997  -0.6320
13 H -22.510 1.381 3.190  -0.0159
14 H -24.208 1.383 3.420  0.1562
15 H -23.172 0.928 4.793  0.3933
16 H -24.098 3.339 4.955  0.4043
17 H -23.343 3.705 3.416  -0.9388
18 H -21.326 2.908 4.707  0.3239
19 C -28.651 2.813 -0.968  -0.9589
20 C -27.590 3.792 -1.475  1.3656
21 O -27.456 3.787 -2.865  -0.5329
22 H -29.657 3.048 -1.341  0.3429
23 H -28.684 2.816 0.136  0.0940
24 H -28.407 1.779 -1.241  0.1692
25 H -26.618 3.643 -0.973  -0.7058
26 H -27.903 4.813 -1.188  0.0729
27 H -26.807 3.098 -3.089  0.1613
28 C -19.772 6.319 2.099  -0.3429
29 C -20.389 5.454 3.236  -0.3102
30 O -20.116 4.087 3.074  -0.4760
31 H -20.326 6.070 1.185  -0.1298
32 H -18.705 6.105 1.930  0.4452
33 H -19.929 7.397 2.254  0.0790
34 H -21.471 5.621 3.331  -0.2138
35 H -19.976 5.698 4.227  0.5997
36 H -19.163 3.985 3.217  0.2762
37 C -26.398 7.891 -3.856  -0.9251
38 C -26.965 7.264 -2.587  0.3411
39 O -28.384 7.228 -2.559  -0.6032
40 H -25.312 7.953 -3.756  0.0728
41 H -26.779 8.898 -3.961  0.3767
42 H -26.602 7.319 -4.768  0.2785
43 H -26.638 7.801 -1.690  0.2185
44 H -26.580 6.246 -2.505  -0.0832
45 H -28.635 6.501 -3.144  0.3739
46 N -21.953 9.444 4.230  0.0441
47 C -21.866 8.969 2.924  -1.2611
48 C -22.952 8.169 2.698  0.8828
49 C -23.632 8.018 3.901  -0.7030
50 C -23.010 8.821 4.831  -0.8931
51 H -21.389 10.117 4.709  0.1890
52 H -21.106 9.333 2.258  0.4605
53 H -23.297 7.664 1.825  0.5395
54 H -24.513 7.420 4.084  0.2645
55 H -23.255 8.946 5.874  0.5024
56 N -27.685 5.352 1.928  0.0351
57 C -27.982 4.257 2.697  -0.6149
58 C -26.930 4.073 3.574  -1.3601
59 C -25.954 5.059 3.248  0.9025
60 C -26.488 5.870 2.283  -1.1003
61 H -28.247 5.708 1.174  0.2903
62 H -28.884 3.678 2.514  0.5004
63 H -26.905 3.301 4.333  0.4671
64 H -24.992 5.163 3.720  0.4040
65 H -26.104 6.777 1.846  0.5098
66 N -19.504 -0.441 -0.649  0.1115
67 C -20.676 -1.070 -0.270  -0.9820
68 C -21.071 -0.483 0.927  -0.3751
69 C -20.226 0.607 1.154  0.1101
70 C -19.299 0.641 0.163  -0.7505
71 H -18.978 -0.659 -1.471  0.2293
72 H -20.983 -1.960 -0.805  0.4359
73 H -21.857 -0.752 1.606  0.5310
74 H -20.348 1.306 1.970  0.5128
75 H -18.536 1.395 -0.014  0.1995
76 N -21.931 0.014 -4.037  0.2051
77 C -22.239 0.446 -5.295  -1.0191
78 C -22.176 1.833 -5.291  -0.9107
79 C -21.704 2.217 -4.042  0.3733
80 C -21.618 1.102 -3.256  -0.7938
81 H -21.997 -0.948 -3.766  0.2331
82 H -22.507 -0.249 -6.083  0.3866
83 H -22.384 2.509 -6.105  0.5606
84 H -21.492 3.244 -3.791  0.6487
85 H -21.347 0.959 -2.219  0.3883
86 N -27.581 0.718 -4.171  0.1469
87 C -26.607 0.624 -3.170  -1.7979
88 C -25.433 1.153 -3.687  0.6679
89 C -25.675 1.464 -5.029  -0.1481
90 C -26.984 1.221 -5.300  -1.0846
91 H -28.574 0.574 -4.057  0.2633
92 H -26.794 0.295 -2.168  0.5854
93 H -24.490 1.263 -3.172  0.3979
94 H -24.880 1.836 -5.661  0.5490
95 H -27.599 1.395 -6.168  0.4183
96 N -16.919 4.131 -2.869  0.0274
97 C -17.841 3.837 -1.892  -1.2729
98 C -19.022 4.411 -2.247  0.6803
99 C -18.830 5.130 -3.431  -0.8802
100 C -17.538 4.898 -3.852  -0.6710
101 H -15.929 3.929 -2.849  0.2159
102 H -17.585 3.284 -1.001  0.4407
103 H -19.958 4.352 -1.712  0.6728
104 H -19.624 5.717 -3.888  0.3660
105 H -17.071 5.195 -4.783  0.4419
106 N -22.061 3.861 0.700  2.1545
107 C -23.145 4.676 0.664  -0.6096
108 C -23.929 4.311 -0.416  -1.1965
109 C -23.200 3.395 -1.170  0.3541
110 C -22.076 3.090 -0.444  -0.4792
111 H -21.399 3.803 1.466  -0.4439
112 H -23.275 5.357 1.483  0.2277
113 H -24.889 4.727 -0.697  0.1233
114 H -23.513 3.055 -2.155  -0.4334
115 H -21.306 2.360 -0.611  0.1519
116 N -25.070 1.149 0.547  1.0556
117 C -24.574 0.044 -0.084  -0.1937
118 C -25.494 -0.982 -0.002  -1.2515
119 C -26.567 -0.532 0.811  -0.7645
120 C -26.244 0.793 1.197  -0.5531
121 H -24.606 2.050 0.592  -0.1624
122 H -23.624 0.166 -0.578  0.5726
123 H -25.471 -1.988 -0.424  0.3680
124 H -27.410 -1.128 1.146  0.4381
125 H -26.702 1.455 1.916  0.4391
126 N -22.824 6.738 -4.917  0.3184
127 C -23.190 5.645 -4.205  -1.4788
128 C -24.081 4.923 -4.918  0.5933
129 C -24.318 5.594 -6.111  -1.1653
130 C -23.553 6.773 -6.058  -0.9328
131 H -22.178 7.454 -4.617  0.2329
132 H -22.758 5.453 -3.236  0.7220
133 H -24.572 3.996 -4.667  0.7147
134 H -24.993 5.252 -6.891  0.4601
135 H -23.399 7.612 -6.719  0.5049